The following is a DFT calculation (ωB97M-V/def2-TZVPD) of a structure of composition C24H30ClN3O4S in a non-equilibrium geometry.

Values from the calculation:
ΔE to the lowest compared entry with this formula, charge and spin = 23.6895 eV
E_LUMO = 0.39 eV
spin multiplicity = 1

CARTESIAN COORDINATES (ANGSTROEM)
O: -0.256 -0.285 -3.541
C: -0.807 -0.917 -2.826
N: -1.259 -0.359 -1.658
C: -0.942 0.635 -0.926
C: 0.159 1.211 -1.402
C: 0.566 2.262 -0.334
C: -0.086 2.471 0.990
C: -1.181 1.945 1.027
C: -1.754 0.991 0.196
N: -2.809 0.181 0.569
C: -4.029 0.519 -0.325
C: -5.036 1.544 -0.059
C: -5.428 1.046 1.348
C: -4.247 1.245 2.458
C: -3.296 0.062 1.825
H: -2.476 0.011 2.723
H: -3.752 -1.058 2.068
H: -4.643 0.866 3.512
H: -3.671 2.238 2.386
H: -6.152 2.085 1.866
H: -6.060 0.288 1.410
H: -5.877 1.570 -0.512
H: -4.408 2.515 0.044
H: -3.667 0.544 -1.181
H: -4.510 -0.466 -0.562
H: -1.565 2.171 2.074
H: 0.435 3.157 1.478
S: 2.235 3.279 -0.769
O: 2.280 3.243 -2.037
O: 2.389 4.219 0.188
N: 3.316 2.086 -0.288
C: 3.318 1.700 1.056
C: 4.701 1.087 1.559
C: 4.803 -0.368 0.711
C: 4.685 0.012 -0.753
C: 3.433 0.981 -1.002
H: 3.348 1.097 -2.254
H: 2.554 0.115 -0.543
H: 5.516 0.785 -1.030
H: 4.670 -0.704 -1.259
H: 5.868 -0.783 1.111
H: 3.899 -0.870 1.256
H: 5.391 1.684 1.330
H: 4.644 0.695 2.636
H: 3.152 2.754 1.604
H: 2.663 1.018 1.479
H: 0.721 1.092 -2.139
H: -1.859 -1.235 -1.051
C: -1.360 -2.273 -3.168
O: -1.611 -3.042 -1.818
C: -0.325 -3.195 -1.152
C: -0.502 -3.840 0.072
C: 0.723 -3.987 0.888
C: 1.855 -3.656 0.726
C: 2.094 -3.015 -0.476
C: 0.953 -2.683 -1.249
H: 1.062 -2.345 -2.468
H: 2.875 -2.583 -0.817
Cl: 3.151 -3.661 1.735
H: 0.542 -4.554 2.228
H: -1.445 -4.318 0.294
H: -0.645 -2.831 -3.688
H: -2.344 -2.377 -3.560

Cartesian forces, eV/Å:
7.3 6.2 -9.5
-6.9 -3.7 7.2
-6.8 -11.2 0.9
-1.0 1.7 1.5
-0.6 8.8 11.9
1.7 -0.3 -1.9
10.6 2.0 -9.3
-10.6 -4.2 5.3
2.8 0.7 0.1
-2.8 1.1 -3.7
-1.5 -4.7 3.1
7.1 0.7 7.0
0.5 11.2 4.2
-0.7 -3.9 -2.3
1.0 -1.8 9.1
-0.8 0.0 -2.6
0.4 2.9 -1.1
1.1 1.2 -2.2
-1.4 -1.4 0.3
1.2 -3.0 -1.7
-2.2 -3.8 0.3
-5.0 0.3 -4.3
-1.8 -1.0 -0.3
3.9 1.4 -7.9
-0.3 0.2 1.2
-1.0 -0.8 -1.3
1.4 2.7 3.1
-4.7 -9.4 15.2
1.2 1.6 -18.3
0.8 6.1 3.5
0.4 2.3 0.9
3.2 4.8 4.9
-7.0 -7.1 0.6
1.1 2.3 3.9
1.0 13.8 7.8
-1.5 -8.3 -5.1
0.0 -0.2 3.6
1.3 2.2 -1.8
-0.6 -1.9 0.5
-0.4 -10.6 -8.5
-2.7 0.4 -1.4
1.7 0.1 -1.7
6.0 4.6 -1.4
0.1 1.4 -1.4
0.4 -2.5 -0.5
-2.5 -1.4 -0.3
4.2 -1.3 -6.3
1.9 3.5 -2.1
-0.9 -1.8 4.3
3.9 1.3 -2.0
-3.1 -1.3 4.0
2.8 -0.5 0.3
-16.5 -6.6 7.3
11.0 4.7 -4.3
-7.6 -0.4 -0.9
1.6 0.3 -6.4
0.7 -0.2 3.7
5.8 2.4 -1.7
2.1 -0.7 2.4
0.2 1.6 -4.3
0.1 0.1 0.5
1.0 -0.8 -1.1
-0.5 0.7 -0.8

Atom charges from the Löwdin analysis, given in e for atoms 1 to 5: 0.200 -0.591 0.131 -0.268 0.076